C15H35N2OP3Ti as an isolated structure at a distorted geometry. Source: OMol25; level of theory: ωB97M-V/def2-TZVPD.

Properties
HOMO level (alpha / beta): -0.5318 / -0.5304 Ha
molecular weight: 400.25 g/mol

Geometry as ORCA input:
```
! RIJCOSX wB97M-V def2-TZVPD def2/J DEFGRID3
* xyz 2 3
Ti -0.7128 0.1663 -0.4297
P -2.5400 -0.8464 0.3161
P -0.9891 2.3554 -0.1296
N -0.1876 -1.6225 -1.0564
N 0.9186 0.6754 -1.3551
H 1.5325 -2.5938 -1.8718
H 2.7548 -0.2477 -1.9366
H 1.7940 -1.7707 -0.3007
C 1.2583 -1.7030 -1.2707
H 1.3933 -0.4982 -3.0663
C 1.6592 -0.4074 -1.9874
H -0.5000 -3.7058 -0.8440
H 2.1988 2.2196 -1.9756
C -0.9073 -2.7037 -0.6263
C 1.2588 1.9711 -1.4523
C -2.1189 -2.5678 0.0098
C 0.4724 2.9903 -0.9258
H -2.7546 -3.4248 0.2492
H 0.7775 4.0392 -0.9561
H -2.1371 3.0482 -0.6269
H -1.0650 2.8814 1.1963
H -3.8011 -0.5946 -0.3058
H -2.9853 -0.7628 1.6668
H -0.3135 1.1862 -3.4224
C -1.3476 0.8105 -3.5300
C -2.3084 1.9892 -3.5997
C -1.4423 -0.1127 -4.7443
O -1.6741 0.0392 -2.3415
H -2.1150 2.5777 -4.5127
H -3.3539 1.6353 -3.6194
H -2.1726 2.6552 -2.7340
H -0.7446 -0.9638 -4.6460
H -2.4666 -0.5114 -4.8498
H -1.1805 0.4349 -5.6661
H -1.1485 -0.8175 -2.3471
C 1.7008 -2.6435 2.2835
C 0.8914 -1.5600 2.9804
P 0.4214 -0.1679 1.8551
C -0.7997 0.5650 3.0570
C -0.3028 0.7733 4.4920
C 2.0866 0.5512 1.4898
C 2.9886 0.7634 2.7049
H 1.1204 -3.0722 1.4419
H 1.9097 -3.4620 3.0037
H 2.6684 -2.2454 1.9165
H -0.0438 -2.0473 3.3285
H 1.4456 -1.2079 3.8699
H -1.1168 1.5484 2.7126
H -1.6883 -0.0750 3.1352
H 0.5962 1.4143 4.5227
H -1.0982 1.2798 5.0796
H -0.1074 -0.1865 5.0102
H 2.6354 -0.0822 0.7712
H 1.9290 1.5461 1.0389
H 3.2638 -0.1918 3.1917
H 3.9358 1.2374 2.3717
H 2.5141 1.4426 3.4364
*
```


C36H102As2F15N8O10 as an isolated structure at a distorted geometry. Source: OMol25; level of theory: ωB97M-V/def2-TZVPD.

Properties
HOMO level: -0.6410 Ha
ΔE to the lowest compared entry with this formula, charge and spin: 0.0 kcal per mole
molecular weight: 1242.07 g/mol

Geometry as ORCA input:
```
! RIJCOSX wB97M-V def2-TZVPD def2/J DEFGRID3
* xyz 5 1
C -0.5185 -1.0065 -5.8920
C 0.1866 -1.7019 -7.0709
C -0.4375 -1.4553 -8.4142
O 0.4090 -1.9712 -9.4252
C 0.0781 -1.4100 -10.7078
N 1.6441 -1.2520 -7.1502
H 2.1817 -1.7034 -6.4152
H 2.0443 -1.4557 -8.0759
H 1.7737 -0.2411 -6.9658
H 0.1364 -0.9543 -5.0211
H -1.5176 -1.3855 -5.7008
H -0.6382 0.0208 -6.2509
H 0.3663 -2.7608 -6.8715
H -0.5917 -0.3788 -8.5581
H -1.4321 -1.9030 -8.5187
H 1.0324 -1.3909 -11.2361
H -0.2593 -0.3746 -10.6589
H -0.6024 -2.0222 -11.2982
C 3.7293 -6.7642 1.0468
C 3.0083 -6.9262 -0.2799
C 1.6327 -6.2625 -0.2296
O 1.6822 -4.8803 0.1462
C 0.3594 -4.3618 0.0157
N 3.8568 -6.2580 -1.3683
H 4.7837 -6.6941 -1.4245
H 3.4019 -6.3879 -2.2804
H 3.9474 -5.2446 -1.2738
H 3.1894 -7.3203 1.8090
H 3.8941 -5.7096 1.2683
H 4.7477 -7.1642 1.0697
H 2.9149 -7.9181 -0.7193
H 1.0837 -6.7390 0.5893
H 1.0720 -6.4840 -1.1433
H -0.1522 -4.5160 -0.9377
H 0.2099 -3.3296 0.3274
H -0.2008 -4.9733 0.7408
C -4.3080 1.2294 -1.8912
C -4.5569 2.5019 -1.0920
C -5.9007 3.1532 -1.3806
O -6.0454 4.1398 -0.3840
C -7.2769 4.8351 -0.4406
N -4.5699 2.0909 0.3764
H -3.5921 1.8872 0.7033
H -4.8074 2.8782 0.9915
H -5.1509 1.2804 0.5617
H -3.4857 0.6998 -1.4047
H -3.9594 1.5404 -2.8736
H -5.1504 0.5379 -1.9590
H -3.7047 3.1567 -1.2704
H -6.6929 2.3928 -1.3578
H -5.8877 3.6615 -2.3507
H -8.1150 4.2366 -0.8175
H -7.2432 5.7092 -1.0970
H -7.5944 5.1798 0.5419
C -4.0800 -3.9776 1.5393
C -3.0385 -3.1394 0.7984
C -3.2819 -3.0833 -0.6846
O -2.3251 -2.3173 -1.3569
C -2.2890 -2.4572 -2.7555
N -3.0512 -1.6936 1.2787
H -4.0041 -1.3431 1.1761
H -2.7292 -1.5510 2.2376
H -2.4020 -1.1115 0.7121
H -4.7335 -4.4772 0.8237
H -4.7499 -3.3990 2.1764
H -3.5998 -4.7515 2.1332
H -1.9948 -3.4319 0.9059
H -4.3109 -2.7847 -0.9431
H -3.2669 -4.1044 -1.0911
H -1.5416 -1.7520 -3.1322
H -3.1940 -2.0741 -3.2312
H -1.9451 -3.3826 -3.2241
C 4.4097 4.6398 1.1246
C 3.4942 3.4612 0.9062
C 3.3539 3.1649 -0.5776
O 2.8836 1.8436 -0.8409
C 2.7495 1.6891 -2.2557
N 4.1695 2.2962 1.5985
H 3.8471 1.3385 1.3802
H 5.1549 2.2097 1.3310
H 4.0199 2.3230 2.6106
H 4.2214 5.4197 0.3744
H 5.4927 4.5577 1.0094
H 4.1816 5.2059 2.0302
H 2.5064 3.6036 1.3345
H 4.2523 3.3676 -1.1738
H 2.6358 3.8983 -0.9552
H 1.9637 2.3685 -2.6014
H 2.5352 0.6946 -2.6514
H 3.6777 2.0782 -2.6977
C 2.4807 -1.7414 -1.6131
C 3.4095 -0.7582 -0.9004
C 3.9537 -1.2782 0.4043
O 4.7538 -0.3029 1.0010
C 4.9149 -0.4596 2.3959
N 4.6221 -0.4818 -1.8024
H 5.2189 0.1836 -1.2866
H 5.2173 -1.3044 -1.9394
H 4.4735 -0.0223 -2.7081
H 1.8882 -1.2025 -2.3555
H 1.7216 -2.0980 -0.9190
H 2.9908 -2.5647 -2.1108
H 2.9887 0.2435 -0.7783
H 4.4776 -2.2277 0.2152
H 3.0957 -1.5307 1.0388
H 5.6800 0.1644 2.8439
H 5.1685 -1.4996 2.6473
H 3.9564 -0.3765 2.9312
C -1.2247 2.3145 6.5365
C -1.7087 3.3294 5.5091
C -0.7203 3.8941 4.5365
O -1.3932 4.5915 3.5591
C -0.5942 4.9389 2.4643
N -2.7288 2.7450 4.5355
H -3.5586 2.3080 4.9411
H -3.0139 3.5335 3.9407
H -2.3239 2.0184 3.8912
H -0.3586 2.6817 7.0815
H -0.9899 1.3388 6.1014
H -2.0251 2.1436 7.2586
H -2.1885 4.1318 6.0689
H -0.2305 3.0177 4.0721
H 0.0930 4.4184 5.0504
H 0.0651 4.1932 1.9958
H 0.1628 5.7144 2.6548
H -1.3179 5.3133 1.7471
C 0.3720 -3.5084 6.6649
C 0.5385 -2.6911 7.9631
C 0.9405 -1.2748 7.6172
O 0.8674 -0.4776 8.7548
C 1.6450 0.7204 8.7696
N -0.7981 -2.5336 8.7188
H -0.5946 -1.8921 9.5017
H -1.5275 -2.0680 8.1687
H -1.2507 -3.3827 9.0726
H -0.6334 -3.2981 6.3086
H 0.4797 -4.5732 6.8658
H 1.2087 -3.2263 6.0318
H 1.1374 -3.0842 8.7827
H 0.2815 -0.8693 6.8398
H 1.9669 -1.3111 7.2426
H 1.6240 0.9508 9.8329
H 1.1870 1.5483 8.2252
H 2.6766 0.5936 8.4359
As -1.7741 4.3575 -1.3241
F -1.8616 2.9349 -0.2482
F -0.3789 4.9430 -0.4132
F -1.5155 5.6893 -2.3896
F -3.1704 3.8711 -2.2222
F -2.8298 5.2929 -0.2983
F -0.7320 3.3861 -2.3466
As 0.5626 2.8843 -6.8054
F -1.0071 2.1047 -6.7389
F -0.2831 4.3025 -6.2720
F 2.0832 3.7212 -6.8927
F 1.3520 1.3759 -7.2757
F 0.3689 3.3063 -8.4689
F 0.9056 2.4654 -5.0810
C -0.9586 1.1801 1.2667
O -1.2716 0.7569 -0.0578
O -2.1435 1.3166 1.9462
C -0.0134 0.1393 1.9224
F -0.2683 -0.0932 3.2322
F -0.0659 -1.0603 1.2750
F 1.2953 0.5355 1.9038
C -0.2619 0.9798 -1.0349
C -0.7846 0.8121 -2.4478
H -1.3877 1.6660 -2.7465
H 0.0014 0.7900 -3.2099
H -1.1990 -0.1930 -2.5628
H 0.5660 0.2470 -0.9925
H 0.2429 1.9448 -1.0843
H -0.5333 2.1925 1.2726
*
```


A 2-piece molecular cluster, C4H7NO4 overall. Source: OMol25; level of theory: ωB97M-V/def2-TZVPD.

Properties
HOMO level (alpha / beta): -0.3649 / -0.3649 Ha
ΔE to the lowest compared entry with this formula, charge and spin: 120.3 kcal per mole
molecular weight: 133.10 g/mol

Geometry as ORCA input:
```
! RIJCOSX wB97M-V def2-TZVPD def2/J DEFGRID3
* xyz 0 1
C 0.9195 -0.5318 -2.0111
C 0.8388 -1.2394 -0.7010
O -1.1003 -1.0056 -0.2970
O 1.3010 -2.2846 -0.3904
H -1.2692 -1.7761 0.2669
H 1.8571 0.0275 -2.0449
H 0.0873 0.1424 -2.1715
H 0.9368 -1.2937 -2.7894
C -1.0014 1.4546 1.7180
C -0.1785 1.1236 0.5190
N 0.4479 -0.2865 0.6017
O 0.7086 -0.7150 1.7005
O 0.0429 1.8102 -0.4232
H -1.4252 2.4472 1.5927
H -1.7876 0.7065 1.8175
H -0.3778 1.4206 2.6122
*
```


A 2-piece molecular cluster, CHF3O overall at a distorted geometry. Source: OMol25; level of theory: ωB97M-V/def2-TZVPD.

Properties
HOMO level: -0.4649 Ha
structure (SMILES): O=C(F)F.F
ΔE to the lowest compared entry with this formula, charge and spin: 4.9 kcal per mole
molecular weight: 86.01 g/mol

Geometry as ORCA input:
```
! RIJCOSX wB97M-V def2-TZVPD def2/J DEFGRID3
* xyz 0 1
O -0.3615 -0.3891 1.5937
C 0.1481 -0.7250 0.6100
F -0.4629 -1.1604 -0.4728
F 1.4450 -0.8153 0.3722
F -0.2961 1.4880 -0.5953
H -0.4725 1.6018 -1.5078
*
```


A 10-piece molecular cluster, C18H27Cl12F3O12 overall at a distorted geometry. Source: OMol25; level of theory: ωB97M-V/def2-TZVPD.

Properties
HOMO level: -0.3899 Ha
structure (SMILES): O=C1OC[C@@H](F)O1.O=C1OC[C@@H](F)O1.O=C1OC[C@@H](F)O1.COC(=O)OC.ClCCl.ClCCl.ClCCl.ClCCl.ClCCl.ClCCl
ΔE to the lowest compared entry with this formula, charge and spin: 42.3 kcal per mole
molecular weight: 917.83 g/mol

Geometry as ORCA input:
```
! RIJCOSX wB97M-V def2-TZVPD def2/J DEFGRID3
* xyz 0 1
O 2.4384 4.6321 -4.6609
C 2.3116 4.1646 -3.5569
O 1.1795 3.4840 -3.1748
C 1.1593 3.2595 -1.7937
C 2.4580 3.9120 -1.3320
F 3.1920 2.9131 -0.8729
O 2.9879 4.4635 -2.5002
H 0.3022 3.6890 -1.2750
H 1.0816 2.2105 -1.5078
H 2.3664 4.5699 -0.4677
O 3.5340 -2.5527 -2.0885
C 4.3654 -2.9967 -2.9067
O 4.4090 -2.6910 -4.1974
C 5.4258 -3.4650 -4.8143
C 6.3386 -3.7793 -3.6850
F 7.2940 -2.8653 -3.5751
O 5.4190 -3.7799 -2.5830
H 4.9958 -4.4124 -5.1391
H 5.8914 -2.8868 -5.6124
H 6.8093 -4.7562 -3.7958
O -4.4635 -0.7634 0.7831
C -4.0374 -1.3999 -0.2275
O -4.1006 -1.0193 -1.4930
C -3.3030 -1.8895 -2.2077
C -3.3119 -3.0964 -1.3930
F -2.1331 -3.6226 -1.6084
O -3.3858 -2.6077 -0.1379
H -3.5209 -2.0093 -3.2689
H -2.3193 -1.4206 -2.1844
H -4.0171 -3.8943 -1.6259
C 1.0667 -0.5562 -0.7862
O -0.1196 -0.6656 0.0420
C -0.4580 0.3898 0.8797
O 0.0517 1.5106 0.9463
O -1.5891 0.0629 1.4829
C -2.2401 0.9508 2.4143
H 1.8748 -0.7487 -0.0804
H 1.1364 0.3917 -1.3198
H 1.1803 -1.3083 -1.5669
H -3.2428 0.5554 2.5767
H -2.2376 2.0209 2.2071
H -1.6728 0.8366 3.3380
Cl 2.8087 1.2223 2.6103
C 1.7702 0.4954 3.7742
Cl 2.1050 0.7925 5.4830
H 0.7603 0.7873 3.4859
H 1.8065 -0.5927 3.7215
Cl -0.2631 -3.5345 -5.4853
C 1.1423 -3.6255 -4.4535
Cl 1.2141 -5.1930 -3.6175
H 2.0161 -3.4412 -5.0784
H 1.0851 -2.7965 -3.7480
Cl -4.6493 1.4812 6.7124
C -2.8962 2.0493 6.5003
Cl -1.7471 0.7515 5.9746
H -2.9451 2.8755 5.7911
H -2.5483 2.5201 7.4198
Cl -1.8136 1.7309 -1.8281
C -3.2314 2.3235 -0.8793
Cl -4.1437 3.5429 -1.7724
H -3.9360 1.5032 -0.7425
H -2.8399 2.6848 0.0717
Cl -4.7942 -0.8130 4.1231
C -3.9812 -2.2848 3.5153
Cl -5.1384 -3.6475 3.2771
H -3.4375 -2.1154 2.5858
H -3.4203 -2.6444 4.3779
Cl -0.6369 3.4062 4.1470
C 0.9429 4.1618 4.2487
Cl 0.7124 5.7526 3.6380
H 1.3228 4.2238 5.2685
H 1.6193 3.5539 3.6479
*
```


A 2-piece molecular cluster, C4H8N2 overall at a distorted geometry. Source: OMol25; level of theory: ωB97M-V/def2-TZVPD.

Properties
HOMO level: -0.3857 Ha
structure (SMILES): C/C=N/CC#N.[H][H]
ΔE to the lowest compared entry with this formula, charge and spin: 39.5 kcal per mole
molecular weight: 84.12 g/mol

Geometry as ORCA input:
```
! RIJCOSX wB97M-V def2-TZVPD def2/J DEFGRID3
* xyz 0 1
C 1.7434 0.9492 -0.3629
C 0.3650 0.6322 0.1260
N -0.4659 0.0187 -0.6101
C -1.7939 -0.2908 -0.1114
C -2.0744 0.0420 1.3003
N -2.2547 0.3164 2.4093
H 2.4934 0.5248 0.3151
H 1.8886 0.5447 -1.3671
H 1.9004 2.0353 -0.3822
H 0.1165 0.9431 1.1509
H -1.9698 -1.3625 -0.2530
H -2.5288 0.2304 -0.7345
H 1.5341 -2.5621 -0.6609
H 1.0460 -2.0213 -0.8196
*
```


What energy values result from the calculations? In sequence: -2650.13607, -8591.02329, -512.19081, -413.55313, -7426.81413, -266.65898 Eh.